(1)
# C4H12S

A 2-piece molecular cluster, C4H12S overall at a distorted geometry (ωB97M-V/def2-TZVPD, OMol25).

SMILES string	CSC.CC
gap between HOMO and LUMO	9.4	eV
largest force on an atom	0.0671	hartree/bohr
HOMO level	-8.5	eV

Structure (ORCA input):
```
! RIJCOSX wB97M-V def2-TZVPD def2/J DEFGRID3
* xyz 0 1
C 1.820 -1.625 1.808
C 2.794 -0.556 1.450
H 2.283 -2.517 2.132
H 1.106 -1.266 2.563
H 1.154 -1.948 0.940
H 2.223 0.141 0.814
H 3.481 -0.945 0.615
H 3.485 -0.122 2.211
C -2.302 0.904 0.041
C -1.898 1.127 -2.787
S -1.771 2.119 -1.270
H -3.341 0.888 0.332
H -1.989 -0.108 -0.521
H -1.690 1.167 0.886
H -1.547 1.827 -3.542
H -2.778 0.529 -2.893
H -1.030 0.385 -2.779
*
```

=====

(2)
# C4H12S

A 2-piece molecular cluster, C4H12S overall at a distorted geometry (ωB97M-V/def2-TZVPD, OMol25).

SMILES string	CSC.CC
gap between HOMO and LUMO	9.4	eV
largest force on an atom	0.0805	hartree/bohr
HOMO level	-8.4	eV

Structure (ORCA input):
```
! RIJCOSX wB97M-V def2-TZVPD def2/J DEFGRID3
* xyz 0 1
C 0.416 -1.643 0.483
C -1.977 -2.410 -0.914
S -1.292 -2.165 0.766
H 0.469 -0.575 0.574
H 1.076 -2.099 1.212
H 0.700 -2.012 -0.480
H -1.467 -1.720 -1.576
H -3.007 -2.166 -0.757
H -1.936 -3.464 -1.185
C 0.231 2.294 -0.092
C 1.607 2.258 0.481
H 0.006 1.552 -0.790
H -0.451 2.212 0.783
H -0.009 3.288 -0.495
H 1.862 2.982 1.248
H 2.235 2.378 -0.366
H 1.536 1.288 1.109
*
```

=====

(3)
# C4H12S

A 2-piece molecular cluster, C4H12S overall at a distorted geometry (ωB97M-V/def2-TZVPD, OMol25).

⟨S²⟩	0.75
gap between HOMO and LUMO (spin up / spin down)	8.6 / 4.3	eV
largest force on an atom	0.1382	hartree/bohr
HOMO level (spin up / spin down)	-13.0 / -13.0	eV

Structure (ORCA input):
```
! RIJCOSX wB97M-V def2-TZVPD def2/J DEFGRID3
* xyz 1 2
C -4.506 2.211 3.304
C -4.264 2.752 4.771
H -4.062 3.002 2.478
H -5.371 1.865 2.987
H -3.906 1.395 3.151
H -4.789 3.567 4.918
H -4.512 1.885 5.396
H -3.140 2.855 4.814
C 2.975 -0.263 -2.826
S 2.738 -1.757 -1.738
C 0.906 -1.667 -2.007
H 3.584 -0.585 -3.565
H 3.830 0.418 -2.416
H 2.181 0.394 -3.192
H 0.598 -1.882 -3.145
H 0.448 -2.389 -1.325
H 0.668 -0.606 -1.738
*
```

=====

(4)
# C4H12S2

A 2-piece molecular cluster, C4H12S2 overall at a distorted geometry (ωB97M-V/def2-TZVPD, OMol25).

SMILES string	CCC.CSS
gap between HOMO and LUMO	9.8	eV
largest force on an atom	0.0211	hartree/bohr
HOMO level	-9.2	eV

Structure (ORCA input):
```
! RIJCOSX wB97M-V def2-TZVPD def2/J DEFGRID3
* xyz 0 1
C -5.476 -3.238 -0.652
S -5.121 -1.690 0.318
S -6.984 -0.868 0.202
H -4.611 -3.863 -0.896
H -5.822 -2.854 -1.606
H -6.232 -3.736 -0.050
H -6.865 -0.151 -0.924
C 4.473 1.742 -0.713
C 4.163 1.481 0.761
C 2.678 1.252 1.037
H 4.149 0.871 -1.293
H 5.515 1.970 -0.906
H 3.818 2.545 -1.055
H 4.576 2.298 1.355
H 4.787 0.645 1.072
H 2.209 2.020 1.649
H 2.159 1.234 0.074
H 2.585 0.341 1.628
*
```

=====

(5)
# C4H12S2

A 2-piece molecular cluster, C4H12S2 overall at a distorted geometry (ωB97M-V/def2-TZVPD, OMol25).

SMILES string	CSC.CSC
gap between HOMO and LUMO	9.1	eV
largest force on an atom	0.0687	hartree/bohr
HOMO level	-8.3	eV

Structure (ORCA input):
```
! RIJCOSX wB97M-V def2-TZVPD def2/J DEFGRID3
* xyz 0 1
C 0.145 1.436 -1.401
S 1.758 0.728 -0.870
C 1.934 2.062 0.328
H -0.809 1.110 -0.946
H 0.076 2.609 -1.150
H 0.062 1.204 -2.545
H 1.679 1.603 1.364
H 1.292 2.947 0.184
H 2.931 2.313 0.276
C -1.688 -1.321 1.570
S -2.033 -1.735 -0.221
C -0.397 -2.328 -0.569
H -2.356 -1.970 2.060
H -0.623 -1.384 1.845
H -1.996 -0.215 1.705
H -0.290 -3.359 -0.131
H 0.317 -1.780 0.076
H -0.004 -1.916 -1.579
*
```

=====

(6)
# C4H12S2

A 2-piece molecular cluster, C4H12S2 overall at a distorted geometry (ωB97M-V/def2-TZVPD, OMol25).

SMILES string	CSC.CSC
gap between HOMO and LUMO	9.3	eV
largest force on an atom	0.0485	hartree/bohr
HOMO level	-8.4	eV

Structure (ORCA input):
```
! RIJCOSX wB97M-V def2-TZVPD def2/J DEFGRID3
* xyz 0 1
C 2.917 -1.012 0.480
S 2.109 0.227 -0.534
C 1.477 1.376 0.792
H 3.870 -1.397 0.099
H 3.333 -0.492 1.400
H 2.211 -1.780 0.829
H 0.998 0.583 1.346
H 0.712 2.090 0.493
H 2.231 1.868 1.395
C -1.784 -0.092 1.303
S -2.339 0.403 -0.375
C -2.267 -1.254 -1.195
H -2.463 -0.883 1.607
H -0.754 -0.435 1.175
H -1.804 0.836 1.882
H -2.296 -1.132 -2.276
H -3.163 -1.823 -0.910
H -1.367 -1.717 -0.778
*
```